The following is a DFT calculation (ωB97M-V with the def2-TZVPD basis set) of a 32-piece molecular cluster, H64O32 overall in a non-equilibrium geometry.

XYZ file:
```
96
Properties=species:S:1:pos:R:3
O -0.57 0.06 0.44
H -1.01 -0.79 0.41
H 0.04 0.04 -0.29
O -1.40 -2.22 1.93
H -1.35 -1.52 2.57
H -2.15 -2.76 2.21
O 2.20 -4.44 0.25
H 2.00 -5.36 0.46
H 2.54 -4.47 -0.64
O 0.46 1.24 -2.51
H 1.37 1.45 -2.32
H 0.43 0.28 -2.52
O 1.88 -2.65 2.58
H 2.06 -2.51 1.65
H 1.09 -3.20 2.60
O -3.68 1.00 -0.80
H -2.91 1.51 -0.55
H -3.33 0.14 -1.04
O -4.88 -2.99 0.12
H -5.20 -2.59 -0.69
H -5.66 -3.10 0.66
O 4.82 -2.26 -0.08
H 4.10 -2.38 -0.70
H 5.58 -2.66 -0.51
O 0.22 -1.63 -1.86
H -0.69 -1.42 -1.66
H 0.21 -2.55 -2.11
O -0.26 3.98 2.50
H 0.58 3.78 2.91
H -0.04 4.24 1.61
O 0.38 4.98 0.08
H -0.18 4.52 -0.54
H 1.26 4.64 -0.08
O 1.23 0.50 2.26
H 0.92 0.08 3.07
H 0.45 0.54 1.70
O -1.77 3.84 -1.41
H -1.96 3.51 -2.29
H -2.47 4.48 -1.24
O 3.23 -0.73 4.09
H 2.79 -1.48 3.71
H 3.06 -0.01 3.48
O 4.21 1.24 2.22
H 4.64 1.87 1.64
H 4.39 0.38 1.83
O 2.10 3.07 3.39
H 2.92 3.34 2.98
H 1.94 2.19 3.04
O -2.60 2.48 2.43
H -1.88 3.11 2.35
H -2.50 1.91 1.67
O -0.70 -0.88 4.35
H -0.12 -0.58 5.06
H -1.58 -0.73 4.69
O -0.74 -4.77 0.19
H 0.20 -4.62 0.18
H -0.86 -5.53 0.76
O -2.12 3.23 -4.01
H -1.58 2.51 -3.69
H -2.49 2.91 -4.83
O -2.66 -1.51 -1.16
H -3.13 -1.85 -1.92
H -3.05 -1.96 -0.41
O -5.84 0.54 0.64
H -5.07 0.80 0.13
H -6.28 -0.11 0.09
O 1.11 4.33 -3.24
H 0.43 3.66 -3.29
H 0.68 5.14 -3.52
O 2.95 -2.64 -2.36
H 3.42 -1.81 -2.31
H 2.03 -2.39 -2.40
O 2.34 -0.48 -4.94
H 3.03 -0.03 -5.44
H 2.62 -0.40 -4.03
O -0.57 -4.09 -2.38
H -0.68 -4.48 -1.51
H -1.47 -3.93 -2.68
O -0.49 1.14 -5.78
H -0.17 1.47 -4.95
H -0.33 0.19 -5.74
O -3.95 -3.25 2.70
H -4.53 -2.62 3.11
H -4.20 -3.25 1.78
O 2.53 1.14 -0.19
H 2.36 2.08 -0.07
H 2.30 0.75 0.66
O 3.68 -0.11 -2.44
H 3.35 0.36 -1.68
H 4.58 0.20 -2.54
O 2.90 3.98 -0.13
H 3.63 3.66 -0.64
H 3.31 4.54 0.54
O -3.45 -0.53 4.80
H -3.94 -0.08 5.48
H -4.07 -0.64 4.08
```

Results
strongest force on any atom: 0.031 Eh/bohr
energy relative to the best compared isomer or geometry (same formula, charge and spin): 3.947 eV
lowest unoccupied orbital energy: -0.02966 hartree
net charge: 0
total energy: -2446.1134 hartree